The following is a DFT calculation (ωB97M-V/def2-TZVPD) of a cluster of 2 separate species, H2N2P2 in total in a non-equilibrium geometry.

Each line ends with the natural charge from an NBO analysis.
Positions of all 6 atoms, in Å:
P  0.044  -1.187  1.850  0.955
P  0.264  0.986  -0.905  0.868
N  -0.518  0.138  1.942  -0.956
H  1.346  0.946  -0.033  -0.127
H  -0.952  -0.408  -1.830  0.374
N  -0.184  -0.475  -1.023  -1.114

Computed properties:
SMILES string	[H]/N=P/[H].N#P
ΔE to the lowest compared entry with this formula, charge and spin	205.38	kJ/mol